(1)
Below is C34H38CsN7O6S as an isolated structure, with properties calculated with ωB97M-V with the def2-TZVPD basis set.

Output
HOMO in Ha: -0.1085
Energy above the lowest of the compared OMol25 structures with the same formula, charge and spin in kJ/mol: 211.6
Frontier orbital gap in hartree: 0.2387

ORCA input file:
```
! wB97M-V def2-TZVPD RIJCOSX def2/J DEFGRID3
* xyz -2 1
Cs -0.746 1.053 -0.655
C 0.344 -4.877 1.821
C 0.711 -3.434 2.057
C 1.942 -2.927 1.671
C 2.250 -1.577 1.843
C 3.575 -1.033 1.375
C 1.307 -0.736 2.413
C 0.069 -1.228 2.833
C -0.926 -0.295 3.461
C -0.211 -2.574 2.652
H -0.493 -4.939 1.122
H 0.040 -5.361 2.752
H 1.182 -5.433 1.400
H 2.673 -3.586 1.214
H 3.557 -0.879 0.294
H 4.386 -1.728 1.600
H 3.786 -0.073 1.845
H 1.517 0.324 2.535
H -1.277 0.430 2.729
H -0.453 0.281 4.259
H -1.781 -0.836 3.869
H -1.172 -2.970 2.969
O -0.423 1.223 -9.283
C -0.132 0.458 -8.337
O 0.543 -0.590 -8.342
C -0.647 0.918 -6.947
C -1.659 1.871 -6.858
C -2.099 2.272 -5.611
N -1.597 1.813 -4.462
C -0.628 0.900 -4.547
C -0.136 0.421 -5.758
C -0.105 0.402 -3.215
O -0.615 -0.645 -2.753
O 0.742 1.107 -2.621
H -2.072 2.284 -7.768
H -2.891 3.011 -5.508
H 0.640 -0.333 -5.779
C -1.075 7.103 -3.291
C -1.265 6.170 -2.124
C -0.455 5.046 -1.986
C -0.641 4.165 -0.937
C -1.654 4.391 -0.015
C -2.451 5.517 -0.121
C -2.255 6.400 -1.172
S -1.959 3.203 1.309
O -2.789 3.870 2.292
O -2.564 2.052 0.660
N -0.559 2.709 1.855
C 0.340 3.557 2.433
C 0.177 4.963 2.606
C 1.196 5.709 3.145
C 2.373 5.080 3.552
C 2.428 3.708 3.405
N 1.467 2.960 2.875
H -0.926 6.531 -4.207
H -0.203 7.745 -3.149
H -1.949 7.742 -3.419
H 0.318 4.842 -2.718
H -0.008 3.296 -0.840
H -3.221 5.680 0.623
H -2.885 7.279 -1.257
H -0.761 5.422 2.342
H 1.074 6.779 3.266
H 3.202 5.634 3.972
H 3.304 3.158 3.743
C -4.224 -0.930 0.246
N -5.046 -2.157 0.220
C -5.587 -2.301 -1.137
N -4.547 -2.364 -2.160
C -3.739 -1.131 -2.072
N -3.158 -0.975 -0.740
C -2.303 -2.129 -0.473
N -3.070 -3.390 -0.516
C -4.149 -3.292 0.464
C -3.669 -3.495 -1.851
H -3.795 -0.818 1.245
H -4.866 -0.068 0.048
H -6.241 -1.451 -1.346
H -6.185 -3.218 -1.178
H -4.385 -0.277 -2.289
H -2.933 -1.168 -2.806
H -1.854 -2.033 0.520
H -1.516 -2.161 -1.227
H -3.711 -3.179 1.460
H -4.737 -4.216 0.442
H -4.249 -4.422 -1.905
H -2.869 -3.526 -2.593
*
```


(2)
Below is a 9-piece molecular cluster, C34H38F8NO24 overall, with properties calculated with ωB97M-V with the def2-TZVPD basis set.

Output
HOMO in Ha: -0.4539
Frontier orbital gap in hartree: 0.3425

ORCA input file:
```
! wB97M-V def2-TZVPD RIJCOSX def2/J DEFGRID3
* xyz 1 1
C 0.161 -2.676 -3.067
C -0.213 -1.416 -3.148
N -1.080 -0.862 -4.212
C -2.525 -0.757 -3.815
C -3.261 -2.064 -3.933
C -2.805 -3.128 -4.708
C -3.488 -4.330 -4.820
C -4.677 -4.497 -4.118
C -5.156 -3.443 -3.354
C -4.478 -2.228 -3.247
C -5.095 -1.134 -2.412
H 1.073 -2.882 -2.529
H -0.362 -3.511 -3.508
H 0.123 -0.695 -2.421
H -0.719 0.067 -4.422
H -0.941 -1.424 -5.051
H -2.515 -0.471 -2.767
H -3.024 0.049 -4.350
H -1.874 -3.044 -5.260
H -3.080 -5.109 -5.445
H -5.198 -5.439 -4.183
H -6.088 -3.559 -2.820
H -4.369 -0.434 -2.014
H -5.718 -1.540 -1.624
H -5.755 -0.556 -3.063
C -5.113 -1.370 -6.798
C -5.728 0.005 -6.890
O -5.524 0.336 -8.249
C -5.497 -0.836 -8.957
O -5.599 -0.928 -10.127
O -5.337 -1.888 -8.106
F -5.067 0.899 -6.103
H -4.039 -1.322 -6.607
H -5.579 -2.001 -6.043
H -6.794 0.048 -6.662
C 0.647 3.073 -0.499
C 0.292 2.861 0.959
O -0.246 1.533 0.950
C 0.347 0.874 -0.067
O 0.332 -0.314 -0.198
O 0.958 1.722 -0.912
F -0.665 3.698 1.396
H -0.203 3.446 -1.069
H 1.492 3.731 -0.652
H 1.142 2.893 1.645
C -5.409 -5.840 -10.250
C -6.362 -5.342 -9.191
O -6.073 -6.188 -8.090
C -4.770 -6.565 -8.209
O -4.127 -7.045 -7.335
O -4.309 -6.301 -9.452
F -7.656 -5.500 -9.554
H -5.834 -6.670 -10.815
H -5.086 -5.064 -10.939
H -6.199 -4.305 -8.891
C -0.309 0.353 3.895
C 0.644 0.486 5.058
O -0.191 1.003 6.075
C -1.461 0.563 5.824
O -2.353 0.596 6.597
O -1.548 0.086 4.555
F 1.633 1.389 4.794
H -0.390 1.283 3.336
H -0.051 -0.455 3.213
H 1.094 -0.447 5.395
C 4.770 2.249 5.677
C 4.243 3.656 5.815
O 4.347 4.150 4.484
C 4.226 3.074 3.653
O 3.998 3.160 2.488
O 4.387 1.927 4.328
F 5.020 4.412 6.629
H 5.856 2.215 5.765
H 4.332 1.555 6.383
H 3.206 3.723 6.147
C 3.896 -2.626 3.467
C 4.754 -2.456 4.700
O 3.822 -1.963 5.647
C 2.597 -2.440 5.302
O 1.646 -2.428 6.010
O 2.615 -2.927 4.037
F 5.732 -1.540 4.515
H 3.833 -1.699 2.895
H 4.229 -3.431 2.818
H 5.196 -3.379 5.078
C 8.123 2.251 8.697
C 7.645 2.091 10.122
O 6.246 1.921 9.951
C 6.049 1.363 8.729
O 5.035 0.862 8.371
O 7.172 1.456 7.976
F 7.873 3.199 10.861
H 8.056 3.289 8.367
H 9.134 1.886 8.538
H 8.051 1.223 10.643
C 2.467 6.560 2.876
C 3.046 7.482 1.828
O 2.585 6.879 0.624
C 1.429 6.233 0.911
O 0.673 5.800 0.101
O 1.263 6.106 2.242
F 4.397 7.478 1.833
H 3.110 5.702 3.068
H 2.248 7.062 3.814
H 2.693 8.513 1.880
*
```


(3)
Below is an isolated ion of composition C34H38N3O2S and charge +1, with properties calculated with ωB97M-V with the def2-TZVPD basis set.

Output
HOMO in Ha: -0.3387
Energy above the lowest of the compared OMol25 structures with the same formula, charge and spin in kJ/mol: 33.9
Frontier orbital gap in hartree: 0.1987

ORCA input file:
```
! wB97M-V def2-TZVPD RIJCOSX def2/J DEFGRID3
* xyz 1 1
C 1.818 4.750 -1.237
N 1.550 3.329 -1.215
C 2.501 2.416 -1.578
O 3.681 2.677 -1.816
C 1.794 1.057 -1.622
C 2.560 -0.152 -1.051
C 3.968 -0.241 -1.526
C 4.441 -0.585 -2.788
N 5.818 -0.428 -2.805
C 6.258 -0.012 -1.551
C 7.521 0.387 -1.127
C 7.637 0.896 0.175
C 6.512 1.012 1.010
C 5.240 0.623 0.574
C 5.112 0.112 -0.716
N 0.561 1.336 -0.908
C -0.369 0.350 -0.701
C -1.684 0.512 -0.415
C -2.630 -0.666 -0.483
C -4.108 -0.296 -0.651
C -4.942 -1.062 -1.480
C -6.307 -0.789 -1.538
C -6.820 0.327 -0.872
C -5.980 1.130 -0.099
C -4.630 0.783 0.057
C 0.233 2.767 -0.933
C -0.282 3.296 0.416
C -0.766 3.106 -2.048
H 2.861 4.903 -1.525
H 1.160 5.256 -1.955
H 1.645 5.180 -0.244
H 1.593 0.844 -2.698
H 2.539 -0.102 0.051
H 2.006 -1.056 -1.362
H 3.875 -0.895 -3.658
H 6.412 -0.586 -3.610
H 8.366 0.293 -1.808
H 8.611 1.210 0.544
H 6.628 1.413 2.017
H 4.348 0.711 1.198
H 0.007 -0.668 -0.832
H -2.120 1.504 -0.294
H -2.336 -1.277 -1.358
H -4.521 -1.881 -2.076
H -6.962 -1.439 -2.122
H -7.881 0.574 -0.955
H -6.346 2.035 0.388
H -3.978 1.344 0.737
H 0.523 3.260 1.163
H -0.603 4.338 0.282
H -1.130 2.712 0.777
H -0.289 2.956 -3.026
H -1.653 2.469 -1.980
H -1.075 4.154 -1.950
C -3.490 -4.607 1.156
S -3.939 -3.030 0.465
C -5.317 -2.536 1.528
C -2.474 -1.539 0.698
C -1.176 -2.304 0.748
C -0.330 -2.196 1.978
C -0.911 -2.178 3.256
C -0.096 -2.172 4.393
C 1.297 -2.112 4.258
C 1.878 -2.111 2.978
C 1.070 -2.194 1.845
O -0.796 -2.969 -0.214
H -4.007 -5.324 0.508
H -2.409 -4.746 1.083
H -3.864 -4.696 2.179
H -6.219 -2.655 0.915
H -5.368 -3.223 2.380
H -5.244 -1.497 1.870
H -2.797 -1.082 1.645
H -2.001 -2.171 3.314
H -0.564 -2.196 5.380
H 1.924 -2.053 5.151
H 2.962 -2.045 2.866
H 1.502 -2.251 0.844
*
```


(4)
Below is C34H38N5O9Rb as an isolated structure, with properties calculated with ωB97M-V with the def2-TZVPD basis set.

Output
HOMO in Ha: -0.0770
Energy above the lowest of the compared OMol25 structures with the same formula, charge and spin in kJ/mol: 0.0
Frontier orbital gap in hartree: 0.2141

ORCA input file:
```
! wB97M-V def2-TZVPD RIJCOSX def2/J DEFGRID3
* xyz -2 1
Rb 0.232 -1.905 -1.172
O 2.063 -1.915 1.091
C 2.610 -3.185 1.301
C 2.195 -4.317 0.334
N 2.083 -3.938 -1.058
C 3.332 -3.550 -1.682
C 3.201 -2.746 -3.010
O 2.318 -1.843 -3.042
O 4.007 -3.030 -3.901
C 1.352 -4.920 -1.857
C -0.128 -5.166 -1.375
O -0.331 -6.225 -0.759
O -0.956 -4.277 -1.672
H 1.093 -1.821 1.452
H 2.379 -3.551 2.317
H 3.702 -3.064 1.253
H 1.230 -4.730 0.638
H 2.943 -5.129 0.475
H 3.974 -4.424 -1.906
H 3.876 -2.897 -0.992
H 1.884 -5.892 -1.855
H 1.322 -4.539 -2.883
O 1.414 -0.529 -5.250
C 0.165 -1.144 -5.313
C -0.925 -0.273 -4.705
C -1.336 0.875 -5.384
C -2.255 1.723 -4.796
C -2.753 1.396 -3.543
C -2.301 0.231 -2.946
N -1.413 -0.583 -3.503
H 1.913 -1.007 -4.509
H 0.174 -2.107 -4.796
H -0.085 -1.314 -6.370
H -0.907 1.096 -6.351
H -2.574 2.627 -5.301
H -3.466 2.030 -3.035
H -2.660 -0.065 -1.966
C -3.588 2.299 0.966
O -2.239 2.678 1.106
C -1.903 3.531 2.111
C -2.801 4.306 2.827
C -2.348 5.200 3.795
C -0.996 5.314 4.051
C -0.093 4.512 3.366
C -0.520 3.609 2.401
N 0.369 2.824 1.693
C 0.165 1.436 1.481
N -0.560 0.838 2.452
C -1.201 -0.437 2.444
C -0.612 -1.594 1.932
C -1.409 -2.751 2.036
C -2.661 -2.762 2.628
C -3.203 -1.595 3.159
C -2.469 -0.428 3.055
O -2.921 0.817 3.538
C -4.087 0.829 4.311
N 0.643 0.808 0.472
C 1.532 1.417 -0.408
C 1.353 1.254 -1.786
C 2.270 1.707 -2.716
C 3.410 2.372 -2.301
C 3.632 2.547 -0.947
C 2.735 2.061 -0.012
O 3.067 2.282 1.332
C 3.738 1.135 1.916
H -3.600 1.521 0.205
H -4.208 3.139 0.634
H -3.976 1.893 1.902
H -3.858 4.230 2.623
H -3.062 5.804 4.338
H -0.636 6.008 4.800
H 0.965 4.567 3.585
H 1.357 3.058 1.750
H -0.976 1.476 3.116
H -1.057 -3.686 1.612
H -3.236 -3.681 2.681
H -4.182 -1.608 3.621
H -4.212 1.857 4.657
H -4.012 0.161 5.177
H -4.968 0.535 3.726
H 0.465 0.732 -2.121
H 2.090 1.509 -3.762
H 4.134 2.725 -3.022
H 4.521 3.036 -0.569
H 3.738 1.300 2.996
H 4.766 1.139 1.541
H 3.273 0.183 1.677
*
```


Which formula does entry 1 have? C34H38CsN7O6S


Copy entry 4 word for word.
Below is C34H38N5O9Rb as an isolated structure, with properties calculated with ωB97M-V with the def2-TZVPD basis set.

Output
HOMO in Ha: -0.0770
Energy above the lowest of the compared OMol25 structures with the same formula, charge and spin in kJ/mol: 0.0
Frontier orbital gap in hartree: 0.2141

ORCA input file:
```
! wB97M-V def2-TZVPD RIJCOSX def2/J DEFGRID3
* xyz -2 1
Rb 0.232 -1.905 -1.172
O 2.063 -1.915 1.091
C 2.610 -3.185 1.301
C 2.195 -4.317 0.334
N 2.083 -3.938 -1.058
C 3.332 -3.550 -1.682
C 3.201 -2.746 -3.010
O 2.318 -1.843 -3.042
O 4.007 -3.030 -3.901
C 1.352 -4.920 -1.857
C -0.128 -5.166 -1.375
O -0.331 -6.225 -0.759
O -0.956 -4.277 -1.672
H 1.093 -1.821 1.452
H 2.379 -3.551 2.317
H 3.702 -3.064 1.253
H 1.230 -4.730 0.638
H 2.943 -5.129 0.475
H 3.974 -4.424 -1.906
H 3.876 -2.897 -0.992
H 1.884 -5.892 -1.855
H 1.322 -4.539 -2.883
O 1.414 -0.529 -5.250
C 0.165 -1.144 -5.313
C -0.925 -0.273 -4.705
C -1.336 0.875 -5.384
C -2.255 1.723 -4.796
C -2.753 1.396 -3.543
C -2.301 0.231 -2.946
N -1.413 -0.583 -3.503
H 1.913 -1.007 -4.509
H 0.174 -2.107 -4.796
H -0.085 -1.314 -6.370
H -0.907 1.096 -6.351
H -2.574 2.627 -5.301
H -3.466 2.030 -3.035
H -2.660 -0.065 -1.966
C -3.588 2.299 0.966
O -2.239 2.678 1.106
C -1.903 3.531 2.111
C -2.801 4.306 2.827
C -2.348 5.200 3.795
C -0.996 5.314 4.051
C -0.093 4.512 3.366
C -0.520 3.609 2.401
N 0.369 2.824 1.693
C 0.165 1.436 1.481
N -0.560 0.838 2.452
C -1.201 -0.437 2.444
C -0.612 -1.594 1.932
C -1.409 -2.751 2.036
C -2.661 -2.762 2.628
C -3.203 -1.595 3.159
C -2.469 -0.428 3.055
O -2.921 0.817 3.538
C -4.087 0.829 4.311
N 0.643 0.808 0.472
C 1.532 1.417 -0.408
C 1.353 1.254 -1.786
C 2.270 1.707 -2.716
C 3.410 2.372 -2.301
C 3.632 2.547 -0.947
C 2.735 2.061 -0.012
O 3.067 2.282 1.332
C 3.738 1.135 1.916
H -3.600 1.521 0.205
H -4.208 3.139 0.634
H -3.976 1.893 1.902
H -3.858 4.230 2.623
H -3.062 5.804 4.338
H -0.636 6.008 4.800
H 0.965 4.567 3.585
H 1.357 3.058 1.750
H -0.976 1.476 3.116
H -1.057 -3.686 1.612
H -3.236 -3.681 2.681
H -4.182 -1.608 3.621
H -4.212 1.857 4.657
H -4.012 0.161 5.177
H -4.968 0.535 3.726
H 0.465 0.732 -2.121
H 2.090 1.509 -3.762
H 4.134 2.725 -3.022
H 4.521 3.036 -0.569
H 3.738 1.300 2.996
H 4.766 1.139 1.541
H 3.273 0.183 1.677
*
```


HOMO of number 2 (C34H38F8NO24)? -0.4539 Ha


Among the records above, which one has the lowest frontier orbital gap? C34H38N3O2S